1.
# C10H11N

A molecular structure, C10H11N (wB97M-V/def2-TZVPD, the Open Molecules 2025 dataset).

```
22
Properties=species:S:1:pos:R:3
N -1.52180 0.98169 -1.82714
C -1.12177 -0.90757 0.08921
C -2.06651 -1.78791 0.29450
C 1.02102 1.65257 -0.71525
C 0.26071 0.56814 -0.20613
C -0.97527 0.25575 -0.81293
C 0.41466 2.40708 -1.71493
C 0.19588 -0.29518 2.25705
C 0.24638 -0.59933 0.75640
C 1.47687 -1.45832 0.38582
C -0.78696 1.97815 -2.24450
H 0.67825 0.58664 2.58628
H 1.29448 -1.87143 -0.55532
H -1.86875 -2.56864 0.91779
H 1.93425 1.95401 -0.21650
H 1.54419 -2.28018 1.03758
H -2.95765 -2.02431 -0.41188
H 0.78315 -0.99370 2.95266
H -0.89686 -0.28839 2.56124
H -1.00947 2.40418 -3.24066
H 0.98069 3.17919 -2.21826
H 2.37452 -0.89246 0.32497
```

**ΔE to the lowest compared entry with this formula, charge and spin**: 51.2 kcal per mole
**E_LUMO**: 0.01327 Eh
**Spin multiplicity**: 1

These are the natural (NBO) partial charges, in e, on atoms 1 to 8: -0.401, 0.009, -0.375, -0.179, -0.004, 0.145, -0.252, -0.618



2.
# C10H11N

A molecular structure, C10H11N (wB97M-V/def2-TZVPD, the Open Molecules 2025 dataset).

```
22
Properties=species:S:1:pos:R:3
N -2.63079 -2.04696 0.76082
C 1.63469 -1.58112 0.11510
C 0.55680 -1.53927 -1.07526
C -1.11678 2.28196 -0.03103
C -1.43125 -0.06066 -0.22532
C 0.24136 1.91417 0.47761
C -1.96742 1.24289 -0.28939
C -2.12283 -1.16691 0.26842
C 1.25886 -0.45342 1.11260
C 0.45064 0.47952 0.33345
C -0.03980 -0.20266 -0.91008
H -0.19785 -2.35273 -1.07193
H 0.07645 0.41277 -1.76323
H -3.00119 1.31428 -0.30370
H 1.16451 2.32135 0.01094
H 1.04708 -1.63682 -2.07161
H 1.72656 -2.64010 0.57158
H -1.31134 3.27601 -0.36237
H 2.15344 0.13009 1.47191
H 0.24333 2.37083 1.36024
H 2.47147 -1.30837 -0.40131
H 0.79407 -0.75484 2.02257
```

**ΔE to the lowest compared entry with this formula, charge and spin**: 70.4 kcal per mole
**E_LUMO**: 0.01690 Eh
**Spin multiplicity**: 1

These are the natural (NBO) partial charges, in e, on atoms 1 to 8: -0.331, -0.383, -0.407, -0.219, -0.199, -0.503, -0.190, 0.261



3.
# C10H11N2

A gas-phase ion, C10H11N2 (charge +1) (wB97M-V/def2-TZVPD, the Open Molecules 2025 dataset).

```
23
Properties=species:S:1:pos:R:3
N -0.23338 -1.93610 0.18784
N 0.53496 0.21619 0.06514
C -1.82665 1.24069 -0.06947
C -0.87594 0.25200 0.03175
C 1.27734 0.99902 -0.91899
C 1.32218 1.30007 0.50842
C 0.84872 -1.28011 0.11762
C -1.29484 -1.11533 0.10589
C -3.08714 0.78684 -0.13918
C -2.61577 -1.53906 0.17420
C -3.53909 -0.54427 0.01834
C 2.18015 -1.88773 0.04098
H 0.80164 2.13146 0.76457
H 2.84052 -1.16084 -0.44012
H 2.63863 -2.21481 0.90644
H 2.24123 1.05042 0.96816
H 2.05229 0.48639 -1.54582
H 0.59433 1.50535 -1.67046
H -2.75796 -2.57940 0.24109
H 2.05795 -2.76676 -0.59345
H -3.82642 1.62408 -0.06087
H -4.70839 -0.73140 0.12710
H -1.61543 2.28545 -0.17133
```

**SMILES**: CC1=Nc2ccccc2[N+]12CC2
**ΔE to the lowest compared entry with this formula, charge and spin**: 62.6 kcal per mole
**E_LUMO**: -0.13862 Eh
**Spin multiplicity**: 1
**Net charge**: +1

These are the natural (NBO) partial charges, in e, on atoms 1 to 8: -0.341, -0.255, -0.219, 0.091, -0.211, -0.190, 0.457, 0.101



4.
# C10H11N3O

C10H11N3O in the gas phase (wB97M-V/def2-TZVPD, the Open Molecules 2025 dataset).

```
25
Properties=species:S:1:pos:R:3
O 0.24020 -0.22603 -0.15304
N -1.62331 0.24525 3.08753
N -5.50911 1.32253 0.74591
N 2.15511 -1.42349 -1.47027
C -4.41631 0.79834 0.91366
C 2.74857 0.51710 -1.04617
C 3.38986 -0.86301 -0.76831
C 1.62212 -0.15618 -1.87628
C -2.03702 0.11888 0.25981
C -0.72653 -0.22981 2.11722
C -2.76470 0.39514 2.54415
C -3.07246 0.46959 1.27741
C 0.31046 0.18876 -1.55584
C -0.75872 -0.20661 0.65360
H 0.16460 -0.79158 2.59955
H 0.21552 1.24906 -1.39254
H 2.12917 1.09838 -0.12158
H 3.56221 1.12677 -1.52709
H -2.43511 0.41365 -0.77971
H -0.49855 -0.31226 -1.93695
H -3.55262 0.70938 3.14865
H 1.51740 -1.84202 -0.87314
H 4.31241 -1.07783 -1.29436
H 1.58770 -0.30060 -2.96302
H 3.43909 -1.22341 0.41079
```

**SMILES**: N#Cc1cncc(OC[C@H]2CCN2)c1
**ΔE to the lowest compared entry with this formula, charge and spin**: 148.7 kcal per mole
**E_LUMO**: -0.01654 Eh
**Spin multiplicity**: 1

These are the natural (NBO) partial charges, in e, on atoms 1 to 8: -0.522, -0.358, -0.298, -0.603, 0.270, -0.407, -0.220, -0.136



5.
# C10H11NO

C10H11NO in the gas phase (wB97M-V/def2-TZVPD, the Open Molecules 2025 dataset).

```
23
Properties=species:S:1:pos:R:3
O -3.31171 1.35859 -0.65855
N -1.85180 -0.84942 1.31267
C 2.76218 1.15512 -0.06130
C -2.17247 0.77473 -0.52035
C -0.72336 -1.32235 -0.81685
C 0.54814 -0.53758 -0.26125
C 1.49166 1.65587 0.03513
C -0.93339 1.44596 0.28443
C 1.88161 -1.13141 -0.31032
C 0.37469 0.81841 -0.02772
C -1.96752 -0.86578 -0.16798
C 2.94095 -0.40218 -0.05115
H -0.51267 -2.41611 -0.66763
H -0.99571 2.53380 0.08471
H -0.88717 -1.36996 1.81591
H -1.04472 1.53719 1.35746
H 3.96137 -0.78730 0.20765
H -2.73804 -1.57538 -0.63582
H 1.48149 2.88316 -0.10195
H -2.94636 -1.31116 1.62520
H -0.79354 -1.31441 -2.03359
H 1.92507 -2.16200 -0.50966
H 3.51132 1.88222 0.10096
```

**SMILES**: N[C@@H]1Cc2ccccc2CC1=O
**ΔE to the lowest compared entry with this formula, charge and spin**: 119.6 kcal per mole
**E_LUMO**: 0.01660 Eh
**Spin multiplicity**: 1

These are the natural (NBO) partial charges, in e, on atoms 1 to 8: -0.526, -0.889, -0.203, 0.598, -0.432, -0.022, -0.192, -0.546



6.
# C10H11NO2S

A molecular structure, C10H11NO2S (wB97M-V/def2-TZVPD, the Open Molecules 2025 dataset).

```
25
Properties=species:S:1:pos:R:3
S -1.30152 0.39170 -2.10351
O -1.92396 1.42932 -2.84687
O -0.71759 -0.75123 -2.79598
N -2.33442 -0.04666 -0.94323
C 1.34231 0.88064 -1.22942
C -0.38627 -1.03787 0.23607
C -0.21758 -0.94953 1.73990
C -0.14040 -3.16051 0.61617
C -1.00086 -2.18777 1.38588
C -1.85145 -0.83907 -0.07432
C -0.50853 2.39921 -0.50934
C 0.35213 -2.28930 -0.24176
C -2.32680 -1.70949 0.85897
C -0.01424 1.30059 -1.28277
H -0.72505 -0.13481 2.24846
H -0.34682 2.36419 0.59235
H 1.82757 1.70601 -1.70328
H -1.61653 2.32533 -0.61083
H 0.85742 -1.20104 1.93984
H -3.30559 -2.15739 1.09783
H 1.63211 0.86467 -0.08276
H -0.20613 -4.25196 0.62095
H 1.51496 -0.10348 -1.60494
H -0.28805 3.41743 -1.02874
H 0.90327 -2.37832 -1.13692
```

**ΔE to the lowest compared entry with this formula, charge and spin**: 175.7 kcal per mole
**E_LUMO (alpha / beta)**: -0.01905 / -0.07732 Eh
**Spin multiplicity**: 1

These are the natural (NBO) partial charges, in e, on atoms 1 to 8: 2.266, -0.936, -0.946, -0.699, -0.683, -0.040, -0.381, -0.200



7.
# C10H11NO2S

C10H11NO2S in the gas phase (wB97M-V/def2-TZVPD, the Open Molecules 2025 dataset).

```
25
Properties=species:S:1:pos:R:3
S 1.77985 -0.13735 0.68548
O 1.82789 0.22367 -1.02541
O 0.94828 -1.54305 0.47450
N 3.07952 -0.68957 1.09538
C -2.88520 0.26674 1.16415
C 0.03816 -1.32499 -0.57730
C -1.13693 -0.49047 -0.21529
C -1.37442 0.51215 -1.09783
C -1.79429 -0.57864 0.93380
C -0.24139 0.54797 -2.20060
C 0.80370 -0.45600 -1.70947
C 3.86163 -0.12598 2.18224
C -2.42237 1.39673 -0.92928
C -3.22691 1.19574 0.20371
H 1.10673 -1.04868 -2.60041
H -3.51231 0.01579 2.03509
H 4.97344 0.13529 1.97046
H -0.41735 -2.25216 -0.82767
H -3.83668 2.04839 0.54480
H 0.12106 1.50290 -2.31025
H -2.65593 2.13930 -1.83500
H -0.62618 0.24712 -3.14872
H 3.97970 -1.00799 2.75627
H -1.56250 -1.25337 1.80779
H 3.17251 0.67645 2.62355
```

**ΔE to the lowest compared entry with this formula, charge and spin**: 49.2 kcal per mole
**E_LUMO**: 0.03049 Eh
**Spin multiplicity**: 1

These are the natural (NBO) partial charges, in e, on atoms 1 to 8: 1.554, -0.701, -0.651, -0.864, -0.211, 0.038, -0.111, 0.014



8.
# C10H11NO3S

A molecular structure, C10H11NO3S (wB97M-V/def2-TZVPD, the Open Molecules 2025 dataset).

```
26
Properties=species:S:1:pos:R:3
S 3.32892 -1.47334 -0.49246
O 0.60318 -1.84243 0.59126
O 2.76085 1.69367 -0.06337
O 4.95951 1.59562 0.57852
N -0.40115 -0.23123 -0.80997
C -4.33577 0.26110 0.66717
C -1.72122 -0.14886 -0.45593
C 1.78576 -0.94924 -1.32747
C -3.34447 -0.42561 1.21164
C -3.81640 0.77815 -0.51382
C 3.38237 -0.48258 0.86847
C 3.70526 1.05439 0.43846
C -2.18968 -0.71497 0.94556
C 0.50415 -0.94269 -0.43404
C -2.63794 0.68725 -0.89681
H -5.30846 0.60245 0.99872
H -1.54991 -1.42707 1.27745
H 4.97795 2.33593 0.15244
H 2.02599 -0.01223 -1.63136
H 1.66868 -1.47687 -2.04108
H -0.15805 0.21823 -1.70836
H 2.35401 -0.49246 1.59810
H -4.56914 1.65397 -0.93889
H -2.22246 1.38015 -2.16384
H 4.10605 -0.71209 1.81965
H -3.90806 -0.92926 2.32995
```

**ΔE to the lowest compared entry with this formula, charge and spin**: 231.5 kcal per mole
**E_LUMO**: 0.00773 Eh
**Spin multiplicity**: 1

These are the natural (NBO) partial charges, in e, on atoms 1 to 8: 0.312, -0.693, -0.634, -0.658, -0.549, -0.209, 0.134, -0.539



9.
# C10H11NS

C10H11NS in the gas phase (wB97M-V/def2-TZVPD, the Open Molecules 2025 dataset).

```
23
Properties=species:S:1:pos:R:3
S 0.34115 -1.27340 -0.71845
N 0.71170 -1.17429 1.95408
C 0.28842 0.73095 3.20831
C 2.16992 -0.61829 -1.00562
C -0.20503 1.44596 2.06292
C -1.07776 0.92044 -1.54672
C 0.26189 -0.52581 0.92729
C 0.81292 -0.52698 3.09855
C -0.13277 0.85739 0.82174
C -0.71165 1.45032 -0.31108
C -1.61168 -1.34089 -2.71827
C -0.77964 -0.32684 -2.05358
H 2.51610 -1.29424 -1.77671
H 1.22164 -1.11566 4.02715
H 2.09075 0.45241 -1.23979
H -1.05114 2.51862 -0.22709
H -1.85299 -1.17102 -3.80493
H 2.72181 -0.62913 -0.04644
H 0.17053 1.32210 4.17254
H -0.40300 2.54622 2.17970
H -2.47543 -1.43542 -2.13719
H -1.78065 1.55696 -2.13425
H -1.22510 -2.36940 -2.73214
```

**ΔE to the lowest compared entry with this formula, charge and spin**: 63.2 kcal per mole
**E_LUMO**: 0.02260 Eh
**Spin multiplicity**: 1

These are the natural (NBO) partial charges, in e, on atoms 1 to 8: 0.620, -0.417, -0.231, -0.682, -0.182, -0.183, 0.036, -0.031



10.
# C10H11O3S

A gas-phase ion, C10H11O3S (charge -1) (wB97M-V/def2-TZVPD, the Open Molecules 2025 dataset).

```
25
Properties=species:S:1:pos:R:3
S 2.72538 -1.10360 0.29032
O 2.67583 -2.33942 1.06046
O 2.58317 -1.32841 -1.22586
O 3.77369 -0.21710 0.71113
C -2.46685 -2.18745 -0.26196
C -0.11259 -0.87460 0.44764
C 1.17051 -0.20463 0.81571
C -2.49502 -1.34528 0.78430
C -1.27378 -2.59060 -0.88302
C 0.15177 1.48848 -1.47064
C -1.30386 -0.73434 1.19503
C 1.12326 1.33709 -0.26573
C -0.16197 -1.94516 -0.53417
C 2.08076 2.25185 -0.11266
H -3.32562 -2.77126 -0.44162
H 1.23288 0.23685 1.77212
H -3.35814 -0.91124 1.14200
H 2.80885 2.31518 0.65082
H -0.84339 1.38150 -1.10141
H 0.19188 2.52730 -1.93798
H -1.36672 -3.23713 -1.77482
H 0.49355 0.73708 -2.13823
H 2.21005 3.06770 -0.76794
H 0.89530 -2.12650 -1.06128
H -1.36857 -0.03214 1.94392
```

**SMILES**: C=C(C)[C@@H](c1ccccc1)S(=O)(=O)[O-]
**ΔE to the lowest compared entry with this formula, charge and spin**: 18.6 kcal per mole
**E_LUMO**: 0.12460 Eh
**Spin multiplicity**: 1
**Net charge**: -1

These are the natural (NBO) partial charges, in e, on atoms 1 to 8: 2.384, -1.012, -1.019, -1.006, -0.226, -0.019, -0.478, -0.241



11.
# C10H12

C10H12 in the gas phase (wB97M-V/def2-TZVPD, the Open Molecules 2025 dataset).

```
22
Properties=species:S:1:pos:R:3
C 0.87624 -1.98524 1.86665
C 0.27496 0.87737 -2.13566
C -1.07304 -0.56764 1.85268
C -0.29049 -1.55414 2.39972
C -0.61534 -0.02185 0.63005
C -0.59386 1.73176 -1.21479
C 1.38235 -1.49270 0.66366
C 0.57291 -0.51757 0.07962
C -1.34489 1.16126 -0.02812
C 1.17389 0.03906 -1.29796
H 1.98234 0.80024 -0.86331
H -0.69417 -2.08798 3.25782
H 0.78310 1.57230 -2.77359
H 1.41974 -2.83529 2.36977
H -1.48970 2.00947 0.59727
H -0.38558 0.26388 -2.88189
H 0.10660 2.49058 -0.72096
H 1.53901 -0.70033 -2.09493
H 2.29738 -1.91492 0.05131
H -1.43226 2.20481 -1.79253
H -2.05881 -0.29624 2.28862
H -2.43038 0.82313 -0.25343
```

**SMILES**: c1ccc2c(c1)CCCC2
**ΔE to the lowest compared entry with this formula, charge and spin**: 3.5 kcal per mole
**E_LUMO**: 0.03897 Eh
**Spin multiplicity**: 1

These are the natural (NBO) partial charges, in e, on atoms 1 to 8: -0.216, -0.402, -0.218, -0.232, 0.053, -0.396, -0.194, -0.063



12.
# C10H12BBr6F18O8P3Zr

A molecular structure, C10H12BBr6F18O8P3Zr (wB97M-V/def2-TZVPD, the Open Molecules 2025 dataset).

```
59
Properties=species:S:1:pos:R:3
Zr 0.66544 1.33768 -2.07644
Br -3.70635 -0.60676 3.75925
Br -1.38129 -4.28808 5.40363
Br -4.16010 0.47271 -1.99684
Br 0.52068 -3.79170 1.85637
Br -7.18805 1.58360 1.41668
Br -2.02064 3.46668 5.26482
P 1.93776 4.13376 -1.05335
P -0.75082 0.66303 0.41785
P -0.80674 -0.68528 -4.05556
F 2.27788 4.11781 -2.67658
F 0.67616 1.21202 0.16672
F -2.28738 0.14409 0.44099
F 0.55716 3.45767 -1.36567
F -0.20556 0.66454 -4.86579
F -0.26018 -0.43823 1.40424
F -2.13278 -0.76634 -4.92686
F -1.06855 1.65086 -0.84941
F -1.22723 -1.75687 -2.96362
F 2.28860 2.55807 -1.27923
F -1.18571 0.52946 -2.99839
F -0.20828 -0.28112 -0.86296
F 0.52881 -0.43987 -3.20632
F 0.19500 -1.63581 -5.03364
F 1.37932 5.65890 -1.03039
F 3.45147 4.46173 -0.67601
F -0.92186 1.75001 1.66152
F 1.52675 3.72773 0.50596
O 2.67935 -1.75405 0.54228
O 6.59098 -1.57295 -1.83110
O 8.36483 -1.71873 -3.26104
O 6.59277 -3.84198 -4.49589
O 4.62678 -2.41963 -0.53047
O 4.34270 -0.99487 -2.40265
O 2.41255 0.03986 -1.71650
O 5.16136 -3.15013 -2.84449
C 3.44287 -1.75674 -0.41407
C -3.01182 2.20486 4.14413
C 3.31927 -0.78658 -1.58466
C 7.20921 -2.10595 -2.86981
C -5.06568 0.65069 -0.19619
C 6.28409 -3.16621 -3.47637
C -2.40752 0.78700 4.34421
C -1.09527 -2.83207 4.05081
C 0.35709 -2.87457 3.61082
C -6.45265 1.13758 -0.41788
B 5.17425 -2.04651 -1.87185
H -7.01662 0.39161 -0.97783
H -2.06014 0.61223 5.36249
H -3.03242 2.55601 3.11245
H -1.67902 -3.02607 3.15098
H -5.08398 -0.36120 0.20858
H -6.40898 2.02158 -1.05407
H -4.07261 2.19352 4.39451
H -1.51822 0.75633 3.71469
H -1.40147 -1.88780 4.50103
H 1.00679 -3.41510 4.29917
H -4.48900 1.31456 0.44787
H 0.73674 -1.85515 3.67967
```

**E_LUMO (alpha / beta)**: -0.25794 / -0.35024 Eh
**Spin multiplicity**: 2
**Net charge**: +1

These are the natural (NBO) partial charges, in e, on atoms 1 to 8: 2.786, -0.018, -0.025, -0.087, -0.025, -0.006, 0.012, 2.603



no.,electronic energy (eV)
1,-12035.76854
2,-12034.93770
3,-13519.40247
4,-17059.88005
5,-14081.40029
6,-26959.76215
7,-26965.24962
8,-29007.20020
9,-22869.78007
10,-27525.22955
11,-10563.47154
12,-525946.17668